C12H20P2 in the gas phase. Source: the OMol25 dataset; level of theory: ωB97M-V/def2-TZVPD.

Computed properties:
Kohn-Sham gap (alpha / beta) ... 6.34 / 6.32 eV
F_max ... 0.097 hartree/bohr
E_HOMO (alpha / beta) ... -7.82 / -7.78 eV
Total energy ... -31341.013 eV

Structure (ORCA input):
```
! RIJCOSX wB97M-V def2-TZVPD def2/J DEFGRID3
* xyz 0 1
C -3.447 -2.661 1.148
C -3.676 -1.102 1.321
C -2.892 -0.288 0.260
C -1.354 -0.207 0.416
C -0.704 0.524 -0.837
C 0.808 0.554 -0.685
C 1.552 0.981 -2.012
C 3.078 0.833 -1.795
C 3.773 1.480 -0.677
C 4.623 0.926 0.238
C 5.110 1.812 1.250
C 4.716 3.116 1.136
P 3.479 3.254 -0.160
P 1.596 3.738 0.477
H -2.621 -2.869 1.795
H -3.468 -2.964 0.151
H -4.301 -3.031 1.717
H -4.699 -0.843 1.116
H -3.554 -0.600 2.387
H -2.912 -0.565 -0.846
H -3.426 0.674 0.488
H -0.884 0.270 1.331
H -1.118 -1.227 0.528
H -1.156 1.439 -0.844
H -0.937 0.095 -1.822
H 1.295 1.151 0.169
H 1.076 -0.566 -0.404
H 1.326 0.391 -2.894
H 1.287 2.082 -2.322
H 3.319 -0.255 -1.721
H 3.535 1.085 -2.679
H 4.831 -0.060 0.073
H 5.860 1.477 2.089
H 4.988 3.982 1.864
*
```

These are the Mulliken partial charges, in e, on atoms 1 to 5: -1.22 -0.56 -0.46 -0.69 -0.77

2 unconnected molecules or ions with the total composition C5H10O2. Source: the OMol25 dataset; level of theory: ωB97M-V/def2-TZVPD.

Computed properties:
Kohn-Sham gap ... 9.03 eV
F_max ... 0.028 hartree/bohr
E_HOMO ... -8.20 eV
Total energy ... -9440.743 eV

Structure (ORCA input):
```
! RIJCOSX wB97M-V def2-TZVPD def2/J DEFGRID3
* xyz 0 1
C -0.425 1.310 2.332
C -0.197 1.250 0.849
C 0.305 0.171 0.249
C 0.502 0.201 -1.217
C 1.460 -0.472 -1.828
O 1.641 -0.545 -3.177
H 0.057 2.183 2.786
H -1.469 1.384 2.561
H -0.026 0.404 2.788
H -0.503 2.071 0.210
H 0.669 -0.679 0.814
H -0.252 0.742 -1.786
H 2.278 -0.979 -1.327
H 1.024 0.033 -3.646
O -1.536 -2.612 -0.190
H -1.776 -1.669 -0.160
H -1.752 -2.793 0.741
*
```

These are the Mulliken partial charges, in e, on atoms 1 to 5: -1.13 0.04 -0.52 -0.29 0.02

A molecular structure, C52H97N5NiO12. Source: the OMol25 dataset; level of theory: ωB97M-V/def2-TZVPD.

Computed properties:
Kohn-Sham gap (alpha / beta) ... 5.39 / 5.53 eV
F_max ... 0.080 hartree/bohr
E_HOMO (alpha / beta) ... -1.62 / -1.77 eV
Total energy ... -128553.508 eV
Expectation value of S² ... 2.01

Structure (ORCA input):
```
! RIJCOSX wB97M-V def2-TZVPD def2/J DEFGRID3
* xyz -2 3
Ni -4.259 5.101 14.678
C -5.628 4.307 12.566
O -6.073 4.638 13.733
O -6.212 3.756 11.619
O -4.303 4.280 12.639
C -1.225 2.954 13.710
C -2.056 3.722 14.517
C -3.171 2.979 15.306
O -3.982 3.697 16.022
C -3.443 1.658 15.083
C -2.613 0.889 14.220
C -1.509 1.584 13.415
O -1.067 1.110 12.374
O -3.050 -0.195 13.827
O -2.207 4.978 14.405
H -0.415 3.433 13.169
H -4.249 1.218 15.648
C -4.112 7.817 13.813
C -5.177 8.090 14.879
C -6.585 8.162 14.278
C -7.758 8.045 15.234
C -7.583 6.774 16.058
C -6.223 6.698 16.756
N -5.178 6.883 15.758
O -3.900 6.732 16.382
C -6.114 7.655 17.970
C -6.191 5.303 17.373
C -4.787 9.408 15.573
H -4.453 7.057 13.099
H -3.109 7.690 14.206
H -4.124 8.693 13.149
H -6.632 9.109 13.724
H -6.580 7.391 13.499
H -8.762 8.091 14.816
H -7.657 8.928 15.890
H -7.513 5.985 15.295
H -8.376 6.587 16.778
H -7.100 7.801 18.408
H -5.358 7.273 18.661
H -5.713 8.664 17.818
H -5.344 5.126 18.042
H -7.045 5.137 18.035
H -6.116 4.507 16.631
H -5.688 9.826 16.039
H -4.436 10.155 14.865
H -4.080 9.354 16.404
H -3.806 7.419 17.061
C 1.208 2.031 17.828
C 1.681 1.130 16.698
C 2.386 1.983 15.622
C 3.296 1.126 14.688
C 4.132 0.228 15.586
C 3.391 -0.756 16.485
N 2.515 0.062 17.327
O 1.692 -0.719 18.166
C 2.746 -1.858 15.633
C 4.430 -1.380 17.412
C 0.466 0.551 15.938
H 0.584 2.877 17.548
H 2.033 2.283 18.498
H 0.566 1.428 18.482
H 1.682 2.443 14.927
H 3.029 2.752 16.061
H 4.028 1.817 14.277
H 2.629 0.515 14.087
H 4.939 0.776 16.082
H 4.735 -0.434 14.938
H 1.880 -2.310 16.122
H 2.480 -1.537 14.627
H 3.451 -2.676 15.469
H 5.076 -0.687 17.954
H 3.908 -1.956 18.184
H 5.109 -2.094 16.935
H -0.005 -0.261 16.499
H 0.727 0.143 14.963
H -0.258 1.357 15.839
H 1.220 -1.356 17.609
C -2.358 5.065 8.178
C -3.569 4.084 8.284
C -4.159 4.018 6.861
C -3.329 3.185 5.900
C -3.192 1.808 6.526
C -2.541 1.803 7.919
N -3.244 2.755 8.786
O -2.605 2.837 10.023
C -2.715 0.387 8.469
C -1.041 2.086 7.679
C -4.619 4.771 9.124
H -2.632 5.935 7.587
H -1.455 4.604 7.778
H -2.120 5.347 9.209
H -5.156 3.549 6.898
H -4.500 5.010 6.548
H -2.391 3.692 5.659
H -3.929 3.112 4.985
H -2.638 1.163 5.838
H -4.210 1.416 6.614
H -1.836 -0.241 8.281
H -2.752 0.301 9.559
H -3.570 -0.132 8.037
H -0.537 2.573 8.520
H -0.534 1.131 7.545
H -0.824 2.715 6.814
H -5.641 4.397 9.081
H -4.701 5.842 8.884
H -4.365 4.770 10.189
H -1.803 3.367 9.923
C -0.509 6.066 12.343
C 0.862 5.555 11.916
C 1.859 5.983 13.007
C 3.204 5.256 13.060
C 3.111 3.740 12.953
C 2.067 3.253 11.913
N 0.892 4.100 11.998
O -0.102 3.567 11.110
C 2.773 3.400 10.547
C 1.772 1.786 12.139
C 1.254 6.214 10.573
H -1.312 5.821 11.646
H -0.811 5.571 13.270
H -0.445 7.148 12.472
H 2.184 7.021 12.872
H 1.394 5.903 13.990
H 3.986 5.674 12.410
H 3.717 5.533 13.993
H 2.926 3.239 13.905
H 4.064 3.391 12.543
H 3.447 2.556 10.332
H 3.312 4.313 10.323
H 2.055 3.118 9.762
H 0.854 1.416 11.683
H 1.576 1.628 13.206
H 2.643 1.169 11.921
H 0.365 6.284 9.940
H 1.561 7.244 10.770
H 2.012 5.717 9.980
H -0.758 3.329 11.788
C -7.376 1.400 14.418
C -7.592 -0.124 14.552
C -9.024 -0.337 15.048
C -9.589 -1.763 14.815
C -9.376 -2.197 13.368
C -7.925 -2.048 12.913
N -7.343 -0.768 13.238
O -6.009 -0.698 12.814
C -7.181 -3.246 13.575
C -7.954 -2.263 11.404
C -6.590 -0.684 15.570
H -8.250 1.935 14.062
H -6.577 1.499 13.676
H -6.907 1.852 15.293
H -9.065 -0.343 16.141
H -9.669 0.441 14.643
H -10.653 -1.719 15.059
H -9.071 -2.428 15.509
H -10.051 -1.602 12.742
H -9.747 -3.226 13.325
H -7.504 -3.566 14.568
H -7.370 -4.182 13.028
H -6.096 -3.133 13.563
H -8.558 -3.099 11.040
H -8.477 -1.391 10.991
H -6.991 -2.274 10.894
H -6.663 -1.719 15.900
H -6.535 0.004 16.425
H -5.551 -0.506 15.258
H -5.526 -1.308 13.392
*
```

These are the Mulliken partial charges, in e, on atoms 1 to 5: 0.35 0.15 -0.60 -0.74 -0.15

C2H4N2O in the gas phase. Source: the OMol25 dataset; level of theory: ωB97M-V/def2-TZVPD.

Computed properties:
Kohn-Sham gap ... 11.06 eV
F_max ... 0.008 hartree/bohr
E_HOMO ... -10.19 eV
Total energy ... -7166.471 eV

Structure (ORCA input):
```
! RIJCOSX wB97M-V def2-TZVPD def2/J DEFGRID3
* xyz 0 1
H -1.693 1.527 1.542
N -0.970 0.812 1.555
C -0.662 0.468 0.375
N 0.310 -0.497 0.161
C 0.959 -0.701 -1.034
O 1.942 -1.392 -1.157
H -1.095 0.861 -0.552
H 0.725 -0.912 0.987
H 0.483 -0.166 -1.877
*
```

These are the Mulliken partial charges, in e, on atoms 1 to 5: 0.26 -0.61 0.12 -0.17 0.14

A gas-phase ion, C22H31F2N2OS (charge +1). Source: the OMol25 dataset; level of theory: ωB97M-V/def2-TZVPD.

Computed properties:
Kohn-Sham gap ... 7.65 eV
F_max ... 0.033 hartree/bohr
E_HOMO ... -11.36 eV
Total energy ... -44608.684 eV

Structure (ORCA input):
```
! RIJCOSX wB97M-V def2-TZVPD def2/J DEFGRID3
* xyz 1 1
C 1.000 -0.662 -5.540
C -0.513 -0.308 -5.529
S -1.183 -0.515 -3.835
C -0.043 0.430 -2.733
C -0.651 0.441 -1.349
C -1.515 1.476 -1.060
C -1.922 2.555 -2.068
C -3.043 2.092 -3.041
F -3.680 0.951 -2.607
C -2.113 1.644 0.201
C -1.860 0.765 1.201
C -1.006 -0.309 0.947
C -0.740 -1.240 2.016
C -1.333 -1.077 3.402
C -0.609 0.144 4.125
N 0.699 0.372 3.481
C 1.833 0.031 4.358
C 3.110 -0.064 3.479
C 0.834 1.704 2.941
C 0.478 2.941 3.790
O 1.263 1.876 1.817
C 0.081 -2.260 1.769
N 0.630 -2.450 0.538
C 0.431 -1.670 -0.504
C 1.115 -2.103 -1.767
C 1.584 -3.554 -1.806
F 2.753 -3.775 -1.095
C -0.396 -0.527 -0.311
H 1.560 0.208 -5.185
H 1.189 -1.497 -4.855
H 1.286 -0.984 -6.545
H -0.675 0.740 -5.801
H -1.073 -0.986 -6.177
H 0.001 1.430 -3.173
H 0.980 0.061 -2.790
H -2.343 3.403 -1.514
H -1.058 2.963 -2.601
H -3.759 2.903 -3.214
H -2.581 1.880 -4.012
H -2.791 2.468 0.401
H -2.308 0.849 2.182
H -1.217 -2.000 3.975
H -2.399 -0.842 3.304
H -0.440 -0.154 5.165
H -1.281 1.004 4.075
H 1.660 -0.929 4.851
H 2.051 0.799 5.119
H 3.913 -0.604 3.990
H 3.459 0.953 3.262
H 2.871 -0.528 2.517
H 0.808 2.798 4.826
H -0.603 3.103 3.731
H 1.015 3.782 3.352
H 0.316 -2.950 2.573
H 1.236 -3.264 0.491
H 2.003 -1.466 -1.912
H 0.506 -1.957 -2.668
H 1.672 -3.913 -2.835
H 0.796 -4.181 -1.353
*
```

These are the Mulliken partial charges, in e, on atoms 1 to 5: -0.87 -0.47 -0.09 -1.24 -0.20

A molecular structure, C36H22N4OPS2Tl. Source: the OMol25 dataset; level of theory: ωB97M-V/def2-TZVPD.

Computed properties:
Kohn-Sham gap ... 5.08 eV
F_max ... 0.113 hartree/bohr
E_HOMO ... -1.22 eV
Total energy ... -81343.998 eV

Structure (ORCA input):
```
! RIJCOSX wB97M-V def2-TZVPD def2/J DEFGRID3
* xyz -2 1
Tl 1.869 0.759 1.950
O -2.166 2.451 -1.057
N -1.803 2.116 -2.394
C -2.163 2.843 -3.440
C -1.681 2.336 -4.676
C -2.167 2.701 -5.980
C -1.606 2.082 -7.088
C -0.580 1.102 -6.912
C -0.165 0.704 -5.654
C -0.819 1.269 -4.555
P -0.729 0.781 -2.892
C -1.428 -0.823 -2.545
C -2.573 -1.201 -3.298
C -3.020 -2.476 -3.234
C -2.523 -3.393 -2.251
C -1.456 -3.016 -1.552
C -0.864 -1.739 -1.637
C 0.944 0.826 -2.221
C 1.904 -0.158 -2.619
C 3.219 0.226 -2.494
C 3.574 1.390 -1.797
C 2.608 2.147 -1.151
C 1.263 1.862 -1.317
H -1.641 1.792 -0.485
H -2.899 3.663 -3.334
H -2.996 3.393 -5.995
H -1.915 2.400 -8.032
H -0.181 0.637 -7.781
H 0.585 -0.033 -5.548
H -3.193 -0.476 -3.857
H -3.770 -2.748 -3.964
H -3.016 -4.376 -2.137
H -1.021 -3.813 -0.912
H 0.055 -1.511 -1.113
H 1.604 -1.119 -3.083
H 4.012 -0.348 -2.967
H 4.641 1.768 -1.750
H 2.916 3.003 -0.522
H 0.478 2.544 -0.931
S 3.489 -1.389 1.673
C 4.270 -1.335 3.196
C 4.466 -2.574 3.858
C 4.703 -2.592 5.217
C 4.750 -3.897 5.783
N 4.815 -4.924 6.296
C 4.887 -1.404 5.887
C 4.866 -0.161 5.245
C 4.625 -0.083 3.826
S 4.504 1.343 2.994
C 5.065 -1.317 7.385
N 5.101 -1.451 8.558
H 4.401 -3.529 3.307
H 5.022 0.717 5.846
N -5.716 0.003 7.006
C -5.051 0.095 6.043
C -4.300 0.203 4.803
C -4.464 1.369 3.936
C -3.597 1.526 2.897
C -2.620 0.525 2.613
C -2.655 -0.713 3.306
C -3.403 -0.795 4.427
C -1.600 0.765 1.721
C -0.690 0.739 0.854
H -5.185 2.169 4.248
H -3.721 2.385 2.293
H -2.018 -1.557 2.907
H -3.238 -1.684 5.102
*
```

These are the Mulliken partial charges, in e, on atoms 1 to 5: 0.52 -0.63 0.61 -0.83 0.45

A molecular structure, C12H17Cl5O3Pb. Source: the OMol25 dataset; level of theory: ωB97M-V/def2-TZVPD.

Computed properties:
Kohn-Sham gap (alpha / beta) ... 5.22 / 5.57 eV
F_max ... 0.074 hartree/bohr
E_HOMO (alpha / beta) ... -1.14 / -1.14 eV
Total energy ... -86724.068 eV

Structure (ORCA input):
```
! RIJCOSX wB97M-V def2-TZVPD def2/J DEFGRID3
* xyz -2 1
C -0.478 -2.457 0.887
C -0.235 -2.810 -0.471
C -1.295 -2.298 -1.265
C 0.928 -3.550 -0.989
C -2.231 -1.660 -0.383
C -1.710 -1.761 0.941
C -2.304 -1.177 2.137
C 0.429 -2.700 2.013
C -1.363 -2.346 -2.734
C -3.433 -0.919 -0.794
Pb 2.117 0.628 -1.470
Cl 2.844 -0.775 -3.373
Cl 2.898 -0.256 0.799
Cl -0.488 0.992 -1.781
H 1.594 -3.837 -0.171
H 1.522 -2.958 -1.700
H 0.624 -4.468 -1.513
H -0.469 -1.919 -3.191
H -2.224 -1.779 -3.093
H -1.460 -3.375 -3.089
H -3.148 -0.028 -1.356
H -3.995 -0.608 0.079
H -4.083 -1.527 -1.424
H -3.284 -0.744 1.929
H -1.625 -0.353 2.495
H -2.474 -1.930 2.919
H 1.433 -2.317 1.779
H 0.513 -3.767 2.272
H 0.076 -2.156 2.895
O -1.157 1.207 2.268
H -0.728 1.659 1.504
Cl 2.454 5.592 0.940
C 1.308 5.174 -0.331
Cl 1.872 5.547 -1.978
C 1.075 3.558 -0.119
O 0.122 3.292 0.610
O 1.920 2.828 -0.734
H 0.368 5.722 -0.167
*
```

These are the Mulliken partial charges, in e, on atoms 1 to 5: 0.66 0.54 0.60 -1.28 0.45

2 unconnected molecules or ions with the total composition C4H12O2S. Source: the OMol25 dataset; level of theory: ωB97M-V/def2-TZVPD.

Computed properties:
Kohn-Sham gap ... 9.78 eV
F_max ... 0.072 hartree/bohr
E_HOMO ... -9.17 eV
Total energy ... -19271.630 eV

Structure (ORCA input):
```
! RIJCOSX wB97M-V def2-TZVPD def2/J DEFGRID3
* xyz 0 1
C 0.524 2.721 0.028
O 0.685 1.307 -0.409
C -0.603 0.748 -0.640
C -0.506 -0.508 -1.287
C -1.892 -1.108 -1.633
S -1.626 -2.711 -2.479
H -0.296 2.916 0.739
H 0.424 3.415 -0.823
H 1.483 2.921 0.534
H -1.179 1.478 -1.242
H -1.110 0.646 0.339
H 0.005 -1.166 -0.558
H 0.145 -0.422 -2.178
H -2.476 -1.130 -0.693
H -2.367 -0.369 -2.307
H -1.262 -3.337 -1.339
O 3.669 -1.698 4.870
H 3.174 -1.136 4.232
H 3.207 -2.567 4.845
*
```

These are the Mulliken partial charges, in e, on atoms 1 to 5: -0.71 -0.35 -0.51 -0.33 -0.69

Look up the F_max of the seventh one.
0.074 hartree/bohr